1.
C38H41IrN7O5Sb as an isolated structure in a non-equilibrium geometry. Source: OMol25; level of theory: ωB97M-V with the def2-TZVPD basis set.

```
93
Properties=species:S:1:pos:R:3:lowdin_charge:R:1
Ir 0.01 -0.23 0.05 1.231
C -0.67 -6.04 4.37 -0.095
O -0.86 -5.41 5.61 -0.082
C -0.16 -4.27 5.86 -0.285
C -0.39 -3.66 7.09 -0.004
C 0.25 -2.50 7.44 -0.019
C 1.14 -1.88 6.55 -0.313
C 1.41 -2.52 5.33 -0.020
C 0.76 -3.70 4.99 -0.016
N 1.65 -0.64 6.92 0.047
N 2.40 0.04 6.15 0.064
C 2.15 0.39 4.87 -0.264
C 3.21 0.91 4.10 0.001
C 3.13 1.02 2.73 -0.002
C 1.98 0.63 2.02 -0.353
O 1.91 0.66 0.73 -0.128
C 0.86 0.21 2.80 -0.143
N -0.24 -0.14 2.09 -0.052
C -1.36 -0.42 2.73 -0.098
C -1.46 -0.35 4.12 -0.006
C -0.34 -0.05 4.86 0.014
C 0.88 0.19 4.20 -0.092
H -1.29 -6.94 4.40 0.094
H 0.37 -6.33 4.21 0.093
H -1.00 -5.40 3.54 0.083
H -1.10 -4.13 7.76 0.120
H 0.06 -2.02 8.39 0.113
H 2.14 -2.10 4.65 0.117
H 0.99 -4.16 4.03 0.097
H 4.13 1.14 4.62 0.116
H 3.97 1.35 2.14 0.118
H -2.22 -0.69 2.12 0.093
H -2.41 -0.54 4.60 0.115
H -0.39 0.02 5.93 0.121
C -0.11 -5.31 0.36 -0.031
N 1.09 -4.47 0.29 -0.183
C 2.28 -5.08 -0.29 -0.026
C 0.92 -3.17 0.21 -0.184
N 0.73 -2.04 0.22 0.032
H 0.07 -6.14 1.05 0.087
H -0.36 -5.71 -0.62 0.095
H -0.95 -4.72 0.72 0.091
H 2.52 -5.99 0.26 0.093
H 3.12 -4.39 -0.22 0.099
H 2.12 -5.34 -1.34 0.097
C 0.45 7.70 -3.10 -0.052
C 0.96 6.88 -1.93 -0.230
C 2.24 7.10 -1.45 -0.057
C 2.75 6.34 -0.41 -0.084
C 1.96 5.37 0.18 -0.022
C 0.66 5.17 -0.27 -0.205
N -0.11 4.15 0.37 0.097
C -1.39 4.31 0.83 -0.204
C -1.78 5.57 1.31 -0.026
C -3.03 5.77 1.87 -0.079
C -3.94 4.72 1.96 -0.095
C -3.58 3.49 1.47 -0.030
C -2.32 3.25 0.91 -0.064
C -2.06 1.88 0.38 -0.567
O -2.99 1.06 0.34 -0.135
O -0.85 1.63 0.00 -0.217
C 0.15 5.90 -1.35 -0.161
C -1.22 5.61 -1.90 -0.020
H 1.18 8.46 -3.38 0.073
H -0.49 8.19 -2.85 0.084
H 0.28 7.06 -3.97 0.082
H 2.86 7.87 -1.91 0.105
H 3.76 6.51 -0.05 0.100
H 2.33 4.77 1.00 0.111
H 0.19 3.20 0.22 0.117
H -1.07 6.39 1.27 0.120
H -3.29 6.75 2.25 0.104
H -4.91 4.87 2.40 0.096
H -4.28 2.66 1.49 0.112
H -1.98 6.26 -1.45 0.092
H -1.51 4.58 -1.70 0.080
H -1.24 5.77 -2.98 0.073
C -4.68 -1.29 -0.78 -0.275
Sb -2.57 -1.12 -1.10 1.376
C -2.76 0.26 -2.72 -0.269
C -2.41 -2.87 -2.37 -0.314
H -5.14 -1.44 -1.76 0.015
H -5.05 -0.37 -0.32 0.004
H -4.91 -2.14 -0.14 0.003
H -3.27 -0.24 -3.54 0.013
H -1.77 0.58 -3.05 -0.005
H -3.33 1.13 -2.39 0.016
H -3.12 -2.77 -3.19 0.003
H -2.65 -3.77 -1.80 -0.013
H -1.40 -2.94 -2.77 -0.004
O 1.37 -0.15 -4.03 0.055
C 0.86 -0.22 -2.96 -0.507
N 0.28 -0.33 -1.93 -0.132
```

Output
**Total charge**: 0
**ΔE to the lowest compared entry with this formula, charge and spin**: 199.4 kJ/mol
**Highest occupied orbital energy (spin up / spin down)**: -0.24703 / -0.24726 Ha
**Orbital gap (spin up / spin down)**: 5.8 / 5.8 eV

2.
C28H41BCaClF16N2O11P as an isolated structure in a non-equilibrium geometry. Source: OMol25; level of theory: ωB97M-V with the def2-TZVPD basis set.

```
102
Properties=species:S:1:pos:R:3:lowdin_charge:R:1
C 5.29 -0.60 5.71 0.125
C 4.93 0.10 4.81 -0.127
C 4.72 0.90 3.59 -0.104
C 3.55 0.37 2.75 -0.086
C 3.25 -0.97 2.80 0.065
N 2.23 -1.47 2.07 0.131
B 1.90 -2.95 2.18 -0.604
O 2.87 -3.85 2.54 0.189
O 0.61 -3.29 1.91 0.091
C -0.26 -3.24 3.08 -0.182
C -0.71 -1.82 3.47 -0.087
C 1.49 -0.69 1.27 0.032
C 1.72 0.67 1.17 0.058
C 2.76 1.20 1.95 -0.009
C 2.98 2.72 1.88 -0.488
O 3.68 3.17 1.02 0.171
O 2.35 3.46 2.80 -0.016
C 0.92 3.12 2.79 -0.027
H 5.36 -1.33 6.50 0.039
H 5.62 0.88 2.96 0.143
H 4.54 1.96 3.84 0.129
H 3.83 -1.67 3.40 0.141
H 2.84 -4.05 3.49 0.131
H -1.16 -3.80 2.80 0.115
H 0.23 -3.68 3.96 0.122
H -1.16 -1.27 2.62 0.076
H -1.47 -1.83 4.25 0.091
H 0.15 -1.22 3.80 0.048
H 0.66 -1.12 0.70 0.135
H 1.08 1.26 0.52 0.119
H 0.73 2.15 3.28 0.042
H 0.64 3.01 1.72 0.080
H 0.30 3.92 3.19 0.098
F -0.42 -1.50 -2.84 -0.162
P 0.08 0.02 -2.50 0.400
F 1.38 0.42 -1.60 -0.168
F -0.76 0.44 -3.86 -0.233
F -0.62 -0.45 -1.08 -0.187
F -0.46 1.57 -2.10 -0.269
F 1.33 -0.29 -3.52 -0.164
C -4.45 3.01 -0.37 -0.020
C -3.60 2.17 -1.31 -0.471
O -3.53 0.85 -0.88 -0.026
H -4.02 2.98 0.64 0.115
H -4.50 4.05 -0.70 0.054
H -5.46 2.61 -0.30 0.106
H -2.56 2.56 -1.35 0.062
H -4.04 2.18 -2.34 0.017
H -4.42 0.49 -0.85 0.103
F -0.41 0.98 4.25 -0.694
C -3.72 -2.54 -1.17 -0.052
C -4.63 -2.25 0.05 -0.408
C -4.42 -3.12 1.29 -0.301
F -4.63 -4.42 1.06 0.110
F -5.31 -2.75 2.25 0.092
F -5.92 -2.27 -0.35 0.131
F -4.37 -0.95 0.42 0.065
O -4.23 -3.36 -2.21 0.046
C -4.17 -4.75 -2.10 -0.544
C -5.55 -5.40 -1.99 -0.293
F -6.25 -4.89 -0.95 0.075
F -5.42 -6.72 -1.78 0.098
F -3.33 -5.10 -1.09 0.131
F -3.60 -5.18 -3.24 -0.143
H -3.57 -1.58 -1.66 0.127
H -2.72 -2.86 -0.86 0.148
H -3.42 -2.98 1.70 0.163
H -6.12 -5.23 -2.91 0.155
Ca -2.68 2.94 -3.32 1.569
O -0.68 0.09 -6.87 -0.058
H -0.56 0.09 -5.91 -0.003
H 0.22 0.02 -7.22 0.033
C 2.30 4.68 -5.54 -0.042
C 3.12 3.43 -5.40 -0.299
O 2.42 2.70 -4.40 0.170
C 1.13 3.07 -4.50 -0.511
O 0.23 2.47 -4.00 0.063
O 0.98 4.20 -5.24 0.067
F 4.37 3.70 -4.96 0.097
H 2.58 5.44 -4.81 0.149
H 2.35 5.11 -6.53 0.144
H 3.19 2.83 -6.31 0.181
Cl -4.21 -5.97 -5.23 -0.266
C -2.97 8.05 -2.06 -0.092
C -4.16 7.70 -1.18 -0.299
O -4.17 6.30 -0.87 -0.118
H -3.00 7.47 -2.99 0.064
H -2.97 9.11 -2.30 0.081
H -2.03 7.80 -1.55 0.074
H -5.09 7.93 -1.69 0.116
H -4.13 8.26 -0.24 0.117
H -3.35 6.10 -0.40 0.078
N 5.79 -4.67 2.95 0.007
C 6.86 -4.88 2.13 -0.136
C 7.95 -5.15 2.91 -0.111
C 7.52 -5.11 4.26 -0.113
C 6.18 -4.82 4.25 -0.151
H 4.86 -4.46 2.65 0.098
H 6.75 -4.82 1.06 0.107
H 8.95 -5.35 2.55 0.090
H 8.13 -5.27 5.14 0.090
H 5.48 -4.70 5.06 0.100
```

Output
**Total charge**: 0
**Highest occupied orbital energy**: -0.20327 Ha
**Orbital gap**: 1.5 eV